This record from OMol25 describes C6H8BrN3O3 in the gas phase in a non-equilibrium geometry. The level of theory is the ωB97M-V functional and the def2-TZVPD basis.

Bonds (Å) are listed after each position.
Geometry (Å):
1 C -0.45961 -0.04576 1.83708  O2 1.410, H14 1.074, H15 1.029, H16 1.187
2 O 0.73746 0.52913 1.36297  C1 1.410, C3 1.382
3 C 0.66087 1.05920 0.08860  O2 1.382, C4 1.458, N11 1.300
4 C -0.64828 1.37939 -0.46770  C3 1.458, C5 1.382, H17 1.061
5 C -1.19966 0.63055 -1.49056  C4 1.382, C6 1.439, H18 1.106
6 C -0.72072 -0.55147 -2.15654  C5 1.439, Br7 2.268, N8 1.400, H19 1.070
7 Br -0.06419 0.44300 -4.08621  C6 2.268
8 N 0.25614 -1.43063 -1.67265  C6 1.400, C9 1.192
9 C 1.30054 -1.67636 -1.15267  N8 1.192, N10 1.203
10 N 2.25725 -1.87884 -0.45235  C9 1.203, H20 0.940
11 N 1.76401 1.33837 -0.54090  C3 1.300, O12 1.243, O13 1.424
12 O 1.86779 1.94820 -1.61940  N11 1.243
13 O 2.98868 0.88611 0.02797  N11 1.424, H21 0.966
14 H -1.19493 -0.17905 1.06619  C1 1.074
15 H -0.88024 0.64943 2.46918  C1 1.029
16 H -0.15651 -1.13162 2.20930  C1 1.187
17 H -1.25361 2.08804 0.04027  C4 1.061
18 H -2.21629 0.92260 -1.81216  C5 1.106
19 H -1.38843 -1.09468 -2.79191  C6 1.070
20 H 3.09786 -2.23357 -0.67951  N10 0.940
21 H 3.67988 1.04909 -0.62689  O13 0.966

The calculation puts the orbital gap (alpha / beta) at 7.21 / 7.21 eV. The value obtained for the total energy is -87000.12533 eV. Its HOMO energy (alpha / beta) is -0.3015 / -0.3015 Eh. The calculation puts the energy relative to the best compared isomer or geometry (same formula, charge and spin) at 219.79 kJ/mol. As for the SMILES: COC(/C=C\[C@@H](Br)N=C=N)=[N+](/[O-])O. The net charge is 0.